No. 1
The following is a quantum chemistry calculation of the ion C4H14N6PS with charge +1, from the Open Molecules 2025 dataset.

Output
highest occupied orbital energy: -0.450 Ha
orbital gap: 9.25 eV
structure (SMILES): CN(N)N(C)[P@]1(=S)NC=[NH+]N1C
largest force on an atom: 4.9 eV/Å
charge: +1
relative energy (zero: lowest compared OMol25 entry of this formula, charge and spin): 7.6 kcal per mole

Positions of all 26 atoms, in Å:
C 2.368 1.162 0.511
N 1.008 1.079 0.226
N 0.259 2.279 -0.067
N 0.289 0.328 1.094
C 0.132 0.677 2.517
P -0.569 -0.979 0.514
S -2.070 -1.443 1.661
N 0.451 -2.432 -0.204
C 0.129 -2.542 -1.516
N -0.606 -1.593 -1.993
N -1.041 -0.620 -1.113
C -2.312 0.058 -1.463
H 2.877 0.175 0.618
H 2.738 1.437 -0.548
H 2.773 2.011 1.163
H 0.632 2.666 -0.936
H 0.340 3.012 0.632
H 1.091 1.009 2.922
H -0.525 1.483 2.566
H -0.168 -0.243 3.063
H 0.870 -3.231 0.316
H 0.497 -3.334 -2.089
H -1.066 -1.554 -2.971
H -3.237 -0.605 -1.262
H -2.468 1.160 -1.113
H -2.393 0.040 -2.530

=====

No. 2
The following is a quantum chemistry calculation of a cluster of 2 separate species, C4H14NO in total, from the Open Molecules 2025 dataset.

Output
highest occupied orbital energy: -0.549 Ha
orbital gap: 11.75 eV
largest force on an atom: 2.6 eV/Å
charge: +1
relative energy (zero: lowest compared OMol25 entry of this formula, charge and spin): 29.8 kcal per mole

Positions of all 20 atoms, in Å:
C -0.879 1.388 -0.949
C -0.076 0.175 -1.306
N -0.779 -1.212 -0.976
C -0.562 -1.824 0.366
C -0.220 -0.787 1.454
H -0.483 2.331 -1.303
H -0.875 1.560 0.134
H -1.904 1.226 -1.291
H 0.169 0.038 -2.351
H 0.809 0.030 -0.689
H -0.515 -1.787 -1.770
H -1.785 -1.088 -1.028
H 0.162 -2.630 0.410
H -1.526 -2.179 0.734
H -1.099 -0.183 1.660
H 0.158 -1.164 2.407
H 0.673 -0.241 1.137
H 2.437 1.264 1.767
H 2.847 2.408 0.842
O 2.111 1.881 1.119

=====

No. 3
The following is a quantum chemistry calculation of a cluster of 3 separate species, C4H14NO in total, from the Open Molecules 2025 dataset.

Output
highest occupied orbital energy: -0.559 Ha
orbital gap: 4.65 eV
largest force on an atom: 3.9 eV/Å
charge: +1
relative energy (zero: lowest compared OMol25 entry of this formula, charge and spin): 203.1 kcal per mole

Positions of all 20 atoms, in Å:
C -0.185 -1.271 -2.570
C -0.401 -2.426 -1.609
N -0.094 0.171 2.231
C 0.273 1.617 2.281
C 1.228 1.878 1.070
H 0.615 -1.622 -3.214
H 0.093 -0.317 -2.112
H -1.037 -1.103 -3.253
H -0.944 -2.086 -0.703
H -0.937 -3.224 -2.123
H 0.574 -2.828 -1.336
H -0.807 0.005 2.929
H 0.873 1.804 3.197
H -0.606 2.286 2.361
H 2.168 1.336 1.285
H 0.923 1.659 0.043
H 1.528 2.935 1.139
H -0.552 0.084 1.282
H -1.695 0.874 -0.552
O -1.015 0.224 -0.347

=====

No. 4
The following is a quantum chemistry calculation of a cluster of 2 separate species, C4H14NO in total, from the Open Molecules 2025 dataset.

Output
highest occupied orbital energy (spin up / spin down): -0.727 / -0.697 Ha
orbital gap (spin up / spin down): 12.21 / 2.98 eV
largest force on an atom: 4.4 eV/Å
charge: +2
relative energy (zero: lowest compared OMol25 entry of this formula, charge and spin): 84.2 kcal per mole
spin multiplicity: 2

Positions of all 20 atoms, in Å:
C 0.245 -1.449 -1.206
C 1.338 -0.483 -1.011
N 1.110 0.865 -0.259
C -0.404 1.075 0.155
C -1.332 0.907 -1.028
H 0.486 -2.509 -1.422
H -0.561 -1.212 -1.814
H -0.073 -1.806 -0.211
H 2.404 -0.835 -0.723
H 1.578 -0.206 -2.020
H 1.494 1.659 -0.921
H 1.696 1.120 0.697
H -0.477 2.182 0.601
H -0.527 0.324 0.873
H -0.955 0.688 -2.027
H -1.912 -0.080 -0.771
H -2.034 1.704 -0.904
H -0.689 -1.152 3.435
H -0.931 -0.448 4.703
O -0.456 -0.342 3.852

=====

No. 5
The following is a quantum chemistry calculation of a cluster of 3 separate species, C4H14NO2 in total, from the Open Molecules 2025 dataset.

Output
highest occupied orbital energy (spin up / spin down): -0.096 / -0.430 Ha
orbital gap (spin up / spin down): 3.15 / 12.10 eV
largest force on an atom: 2.1 eV/Å
relative energy (zero: lowest compared OMol25 entry of this formula, charge and spin): 43.5 kcal per mole
spin multiplicity: 2

Positions of all 21 atoms, in Å:
C -0.821 -0.585 -0.671
N -0.103 0.273 0.321
C 0.753 -0.691 1.080
C 1.349 -1.554 -0.033
C 0.030 -1.808 -0.870
H -1.848 -0.553 -0.194
H -0.762 -0.139 -1.674
H -0.765 0.908 0.869
H 0.600 0.737 -0.359
H 0.138 -1.341 1.712
H 1.583 -0.329 1.742
H 2.128 -0.892 -0.391
H 1.792 -2.511 0.375
H -0.558 -2.605 -0.512
H 0.332 -1.932 -1.923
H -2.161 2.722 1.587
H -2.367 1.674 2.706
O -2.261 1.758 1.774
H 1.118 2.479 -1.564
H 1.440 1.415 -2.590
O 1.283 1.527 -1.658

=====

No. 6
The following is a quantum chemistry calculation of a cluster of 2 separate species, C4H14NO2 in total, from the Open Molecules 2025 dataset.

Output
highest occupied orbital energy: -0.551 Ha
orbital gap: 12.09 eV
largest force on an atom: 1.6 eV/Å
charge: +1
relative energy (zero: lowest compared OMol25 entry of this formula, charge and spin): 23.6 kcal per mole

Positions of all 21 atoms, in Å:
O -0.054 1.353 -1.950
C 1.155 0.994 -1.339
C 1.074 -0.449 -0.889
N -0.083 -0.614 0.096
C 0.268 -0.551 1.545
C 0.350 0.848 2.139
H -0.115 1.112 -2.882
H 2.057 1.149 -1.938
H 1.247 1.672 -0.492
H 0.821 -1.075 -1.738
H 1.980 -0.819 -0.442
H -0.594 -1.468 -0.125
H -0.739 0.098 -0.278
H -0.513 -1.077 2.078
H 1.157 -1.159 1.649
H 1.042 0.896 2.976
H 0.706 1.605 1.446
H -0.632 1.155 2.489
H -3.155 -1.841 -1.274
H -3.302 -0.706 -0.238
O -2.670 -1.123 -0.832

=====

No. 7
The following is a quantum chemistry calculation of a cluster of 3 separate species, C4H14NO2 in total, from the Open Molecules 2025 dataset.

Output
highest occupied orbital energy: -0.495 Ha
orbital gap: 10.21 eV
largest force on an atom: 3.7 eV/Å
charge: +1
relative energy (zero: lowest compared OMol25 entry of this formula, charge and spin): 49.0 kcal per mole

Positions of all 21 atoms, in Å:
C 0.239 -0.656 -0.009
C 1.604 0.031 0.153
C 2.457 0.096 -1.118
C 2.891 1.271 -1.650
N -0.724 0.355 -0.713
H -0.359 -0.933 0.918
H 0.362 -1.472 -0.770
H 2.107 -0.645 0.872
H 1.541 1.065 0.514
H 3.043 -0.641 -1.564
H 3.571 1.139 -2.495
H 2.679 2.284 -1.283
H -0.127 1.152 -1.082
H -1.483 0.643 -0.048
H -1.052 -0.084 -1.520
H -3.827 -2.726 1.698
H -3.746 -1.594 0.680
O -3.218 -2.221 1.152
H -1.590 1.671 2.295
H -2.651 0.533 1.990
O -1.717 0.730 1.982

=====

No. 8
The following is a quantum chemistry calculation of a cluster of 3 separate species, C4H14NO2S in total, from the Open Molecules 2025 dataset.

Output
highest occupied orbital energy: -0.116 Ha
orbital gap: 6.92 eV
largest force on an atom: 2.5 eV/Å
charge: -1
relative energy (zero: lowest compared OMol25 entry of this formula, charge and spin): 14.6 kcal per mole

Positions of all 22 atoms, in Å:
C -0.795 1.641 -0.778
N -0.764 0.162 -0.581
C 0.501 -0.504 -0.948
C 0.386 -2.007 -0.614
S 0.970 -2.387 1.101
C 0.477 2.382 -1.018
H -1.272 2.000 0.141
H -1.582 1.776 -1.540
H -1.059 -0.034 0.355
H 0.462 -0.477 -2.044
H 1.303 -0.069 -0.357
H -0.641 -2.345 -0.792
H 0.943 -2.666 -1.285
H 1.307 2.178 -0.341
H 0.342 3.465 -1.040
H 0.872 2.116 -2.011
H -2.406 -2.166 1.112
H -1.105 -2.039 1.852
O -2.039 -1.710 1.854
H 0.580 0.111 2.407
H 2.117 -0.032 2.195
O 1.402 0.606 2.333

=====

No. 9
The following is a quantum chemistry calculation of a cluster of 2 separate species, C4H14NOS in total, from the Open Molecules 2025 dataset.

Output
highest occupied orbital energy: -0.490 Ha
orbital gap: 10.40 eV
largest force on an atom: 2.3 eV/Å
charge: +1
relative energy (zero: lowest compared OMol25 entry of this formula, charge and spin): 20.6 kcal per mole

Positions of all 21 atoms, in Å:
C -1.165 -0.549 1.666
C -0.664 -0.041 0.305
C -1.240 1.234 -0.291
C -0.780 1.565 -1.806
S 0.637 0.826 -2.723
N 0.889 0.086 0.240
H -0.308 -1.018 2.174
H -1.842 -1.364 1.471
H -1.498 0.287 2.259
H -0.651 -0.869 -0.401
H -2.319 1.164 -0.303
H -0.831 2.119 0.195
H -0.512 2.634 -1.773
H -1.688 1.422 -2.379
H 0.024 -0.372 -2.866
H 1.257 0.187 -0.721
H 1.221 -0.852 0.509
H 1.211 0.876 0.795
H 2.817 -2.305 1.951
H 3.101 -2.661 0.589
O 2.344 -2.366 1.109

=====

No. 10
The following is a quantum chemistry calculation of a cluster of 2 separate species, C4H14NOS2 in total, from the Open Molecules 2025 dataset.

Output
highest occupied orbital energy: -0.451 Ha
orbital gap: 8.81 eV
largest force on an atom: 1.7 eV/Å
charge: +1
relative energy (zero: lowest compared OMol25 entry of this formula, charge and spin): 9.2 kcal per mole

Positions of all 22 atoms, in Å:
N -0.922 -1.973 -1.631
C 0.209 -1.484 -0.771
C -0.206 -1.503 0.690
S -1.631 -0.347 0.926
S -0.799 1.451 0.581
C 0.061 1.890 2.120
C 1.534 2.088 1.930
H -1.663 -1.263 -1.675
H -0.607 -2.223 -2.566
H -1.342 -2.813 -1.214
H 0.480 -0.477 -1.076
H 1.005 -2.215 -0.936
H 0.607 -1.184 1.332
H -0.646 -2.466 0.934
H -0.408 2.787 2.506
H -0.236 1.185 2.911
H 2.085 2.220 2.867
H 1.801 2.972 1.359
H 2.087 1.220 1.554
H -0.602 0.035 -3.698
H -0.390 1.511 -3.209
O -0.417 0.590 -2.934

=====

No. 11
The following is a quantum chemistry calculation of a cluster of 2 separate species, C4H14NS2 in total, from the Open Molecules 2025 dataset.

Output
highest occupied orbital energy: -0.470 Ha
orbital gap: 9.50 eV
largest force on an atom: 0.9 eV/Å
charge: +1
relative energy (zero: lowest compared OMol25 entry of this formula, charge and spin): 11.8 kcal per mole

Positions of all 21 atoms, in Å:
C -0.637 0.709 3.404
S -0.221 0.898 1.680
C 1.332 1.841 1.797
H -0.900 1.660 3.854
H 0.213 0.256 3.919
H -1.435 -0.021 3.518
H 1.963 1.672 0.928
H 1.105 2.892 1.918
H 1.882 1.472 2.663
C 0.115 -1.593 -0.966
C 0.265 -0.475 -1.968
S -1.069 -0.415 -3.175
N 1.210 -1.482 0.078
H 0.164 -2.579 -1.422
H -0.820 -1.555 -0.411
H 1.147 -0.634 -2.590
H 0.397 0.489 -1.473
H -2.002 0.207 -2.435
H 1.299 -2.357 0.581
H 0.947 -0.705 0.740
H 2.115 -1.276 -0.354

=====

No. 12
The following is a quantum chemistry calculation of a cluster of 3 separate species, C4H14O2S in total, from the Open Molecules 2025 dataset.

Output
highest occupied orbital energy (spin up / spin down): -0.502 / -0.502 Ha
orbital gap (spin up / spin down): 10.10 / 5.36 eV
largest force on an atom: 2.2 eV/Å
charge: +1
relative energy (zero: lowest compared OMol25 entry of this formula, charge and spin): 18.8 kcal per mole
spin multiplicity: 2

Positions of all 21 atoms, in Å:
C 2.311 -0.957 0.390
C 1.279 0.131 0.590
C 0.140 -0.008 -0.455
S -1.120 1.166 -0.161
C -1.593 1.784 -1.821
H 1.869 -1.940 0.532
H 3.199 -0.818 0.999
H 2.704 -0.972 -0.637
H 0.797 -0.036 1.567
H 1.660 1.145 0.698
H 0.709 -0.193 -1.373
H -0.476 -0.912 -0.263
H -1.174 2.794 -1.837
H -2.669 1.950 -1.824
H -1.294 0.962 -2.456
H -0.281 -0.524 6.077
H -1.521 -0.883 6.837
O -0.841 -1.265 6.284
H 0.188 -1.212 -4.313
H 1.670 -1.436 -4.546
O 0.819 -1.534 -4.964